Formula: C37H37AuN4O6STe
Source: OMol25
Level of theory: wB97M-V/def2-TZVPD

Atoms and positions in Å:
Au (0.05, 0.20, -0.57)
C (1.03, -7.09, 0.88)
C (1.11, -5.61, 0.61)
C (2.31, -4.91, 0.66)
C (2.38, -3.56, 0.40)
C (3.66, -2.83, 0.60)
O (3.72, -1.82, 1.27)
C (4.90, -3.39, -0.03)
C (6.14, -3.02, 0.48)
C (7.31, -3.47, -0.10)
C (7.26, -4.30, -1.21)
C (6.03, -4.67, -1.74)
C (4.85, -4.22, -1.15)
C (1.22, -2.81, -0.01)
O (1.42, -1.64, -0.48)
C (-0.05, -3.50, 0.09)
C (-0.03, -4.88, 0.36)
C (-1.36, -2.87, -0.02)
N (-1.54, -1.59, -0.01)
C (-2.84, -0.97, -0.12)
C (-3.20, -0.63, -1.57)
Te (-1.56, 0.27, -2.68)
C (-1.07, -1.61, -3.56)
C (0.09, -2.30, -3.26)
C (0.30, -3.56, -3.82)
C (-0.64, -4.11, -4.68)
C (-1.79, -3.40, -5.00)
C (-2.01, -2.15, -4.44)
C (-2.56, -3.77, -0.09)
C (-2.97, -4.26, -1.32)
C (-4.16, -4.97, -1.44)
C (-4.93, -5.21, -0.31)
C (-4.51, -4.76, 0.93)
C (-3.33, -4.04, 1.04)
H (2.03, -7.53, 0.96)
H (0.50, -7.61, 0.08)
H (0.50, -7.30, 1.81)
H (3.22, -5.44, 0.95)
H (6.17, -2.36, 1.35)
H (8.27, -3.17, 0.31)
H (8.17, -4.65, -1.67)
H (5.98, -5.30, -2.61)
H (3.90, -4.51, -1.56)
H (-0.98, -5.41, 0.40)
H (-2.79, -0.04, 0.46)
H (-3.65, -1.58, 0.30)
H (-4.06, 0.04, -1.62)
H (-3.43, -1.54, -2.12)
H (0.82, -1.89, -2.58)
H (1.19, -4.11, -3.57)
H (-0.48, -5.10, -5.10)
H (-2.52, -3.82, -5.68)
H (-2.91, -1.60, -4.69)
H (-2.35, -4.08, -2.19)
H (-4.47, -5.34, -2.40)
H (-5.86, -5.76, -0.40)
H (-5.10, -4.96, 1.81)
H (-2.99, -3.69, 2.01)
C (-5.78, 4.26, 5.95)
C (-5.19, 2.99, 5.35)
S (-3.39, 3.14, 5.43)
O (-3.01, 3.42, 6.79)
O (-2.97, 4.05, 4.40)
C (-2.75, 1.51, 4.98)
C (-1.23, 1.64, 4.87)
N (-0.69, 0.89, 3.74)
C (-0.33, 1.43, 2.56)
N (0.12, 0.49, 1.73)
C (0.06, -0.69, 2.38)
C (-0.45, -0.48, 3.63)
N (-0.76, -1.44, 4.62)
O (-1.29, -1.06, 5.66)
O (-0.49, -2.60, 4.36)
C (-0.39, 2.88, 2.24)
H (-6.86, 4.26, 5.87)
H (-5.39, 5.14, 5.43)
H (-5.50, 4.34, 7.00)
H (-5.44, 2.87, 4.30)
H (-5.46, 2.10, 5.91)
H (-3.20, 1.27, 4.01)
H (-3.05, 0.78, 5.73)
H (-0.75, 1.29, 5.78)
H (-0.96, 2.68, 4.71)
H (0.40, -1.61, 1.94)
H (0.41, 3.41, 2.75)
H (-1.34, 3.32, 2.55)
H (-0.26, 3.00, 1.17)

Output
* energy relative to the best compared isomer or geometry (same formula, charge and spin): 9.1 kJ/mol
* multiplicity: 1
* frontier orbital gap: 0.235 Ha
* electronic energy: -2904.37339 Ha